An isolated molecule of C5H6O, computed with ωB97M-V with the def2-TZVPD basis set.

Geometry as XYZ:
```
12
Properties=species:S:1:pos:R:3:forces:R:3:nbo_charge:R:1
C 2.550968 -0.294897 0.120851 0.063 -0.017 0.009 -0.68
C 1.139547 0.098263 0.117156 -0.506 0.114 -0.025 0.03
C -0.023689 0.415799 0.107396 0.515 -0.144 0.010 -0.05
C -1.454467 0.730627 0.071501 -0.031 0.029 0.047 -0.58
C -2.295769 -0.491110 -0.273878 -0.331 0.027 0.104 0.46
O -3.394817 -0.685448 0.179062 0.481 0.061 -0.190 -0.51
H 2.833875 -0.737966 1.080812 -0.077 0.066 -0.127 0.24
H 3.203967 0.565039 -0.058061 -0.139 -0.092 0.020 0.24
H 2.746859 -1.034002 -0.662574 -0.050 0.109 0.111 0.24
H -1.654443 1.485737 -0.703336 0.034 -0.121 0.091 0.26
H -1.821263 1.138748 1.019081 0.103 -0.057 -0.123 0.25
H -1.830763 -1.190795 -0.998009 -0.064 0.024 0.074 0.11
```
Positions in Å, forces in eV/Å.

HOMO energy   -9.64 eV
Total charge   0
Energy above the lowest of the compared OMol25 structures with the same formula, charge and spin   37.6 kcal per mole
E_tot   -269.2863 hartree